Here is 2 unconnected molecules or ions with the total composition C3H8O2 at a distorted geometry from OMol25. Energies are from wB97M-V/def2-TZVPD.

## Properties
net charge = 0
calculated total energy = -269.53992 Ha
largest force on an atom = 1.83 eV/Å
structure (SMILES) = C/C=C/O.O
HOMO level = -8.87 eV
lowest unoccupied orbital energy = 0.7 eV
2S+1 = 1

Geometry (Å):
C1 0.8685 0.2197 1.8823
C2 0.8274 -0.2613 0.4476
C3 0.9543 0.4859 -0.6377
O1 0.3348 0.1490 -1.8163
H1 1.5007 1.0881 1.9226
H2 1.0371 -0.6001 2.5748
H3 -0.1169 0.6282 2.1333
H4 0.2086 -1.1567 0.3600
H5 1.4909 1.4204 -0.6091
H6 0.6354 0.7649 -2.4957
O2 -2.6037 -1.1385 -1.5570
H7 -3.2598 -1.0546 -0.8640
H8 -1.8772 -0.5450 -1.3410

Atoms 1-2, force components in eV/Å:
-0.3 0.2 -1.0
-1.7 -0.4 0.5


Here is a single C3H8O2 molecule from OMol25. Energies are from wB97M-V/def2-TZVPD.

## Properties
net charge = 0
calculated total energy = -269.56522 Ha
largest force on an atom = 0.46 eV/Å
structure (SMILES) = OCCCO
HOMO level = -9.95 eV
lowest unoccupied orbital energy = 0.7 eV
2S+1 = 1

Geometry (Å):
O1 -0.0414 -1.5974 0.4941
C1 1.0033 -0.6611 0.2162
C2 0.4661 0.4809 -0.6378
C3 -0.8409 1.0570 -0.0922
O2 -1.9398 0.2166 -0.3556
H1 0.0177 -1.8597 1.4181
H2 1.8218 -1.1783 -0.3010
H3 1.4084 -0.2583 1.1548
H4 0.2820 0.1369 -1.6622
H5 1.2378 1.2597 -0.6884
H6 -0.7321 1.2601 0.9893
H7 -1.0585 2.0144 -0.5755
H8 -1.6564 -0.6664 -0.0703

Atoms 1-2, force components in eV/Å:
0.0 -0.1 0.2
0.3 0.2 -0.1


Here is a molecular structure, C3H8O2 from OMol25. Energies are from wB97M-V/def2-TZVPD.

## Properties
net charge = 0
calculated total energy = -269.41949 Ha
largest force on an atom = 0.47 eV/Å
HOMO level = -7.84 eV
lowest unoccupied orbital energy = 0.4 eV
2S+1 = 1

Geometry (Å):
C1 -1.8802 0.3240 -0.4555
C2 0.1573 -0.5417 0.8776
O1 -0.5484 -0.1260 -0.7527
C3 1.4222 0.2377 0.7944
O2 2.4373 -0.1687 -0.1304
H1 -1.7607 1.2269 0.1397
H2 -2.3940 -0.4254 0.1496
H3 -2.4112 0.5354 -1.3892
H4 0.4134 -1.5771 0.5786
H5 -0.6038 -0.9387 -1.2754
H6 1.2145 1.3138 0.6788
H7 1.8629 0.1157 1.7945
H8 2.0906 0.0243 -1.0098

Atoms 1-2, force components in eV/Å:
-0.3 0.1 0.0
0.4 -0.1 -0.2


Here is 2 unconnected molecules or ions with the total composition C3H8O2 at a distorted geometry from OMol25. Energies are from wB97M-V/def2-TZVPD.

## Properties
net charge = 0
calculated total energy = -269.54356 Ha
largest force on an atom = 1.36 eV/Å
structure (SMILES) = CC=O.CO
HOMO level = -9.56 eV
lowest unoccupied orbital energy = 0.9 eV
2S+1 = 1

Geometry (Å):
C1 1.3172 -0.3502 1.6466
C2 0.2092 -1.2128 1.1286
O1 0.3942 -2.1762 0.4247
H1 1.2836 -0.1485 2.7155
H2 1.1657 0.5698 1.0749
H3 2.3148 -0.6921 1.3803
H4 -0.8086 -0.8279 1.2806
C3 -1.1525 1.1445 -1.6696
O2 -0.3433 0.2318 -0.9250
H5 -2.1596 0.7139 -1.6947
H6 -1.1355 2.1165 -1.1937
H7 -0.8620 1.2080 -2.7207
H8 -0.2230 -0.5768 -1.4473

Atoms 1-2, force components in eV/Å:
0.2 0.3 -0.3
0.5 -0.2 -0.4


Here is 2 unconnected molecules or ions with the total composition C3H8O2 at a distorted geometry from OMol25. Energies are from wB97M-V/def2-TZVPD.

## Properties
net charge = 0
calculated total energy = -269.50018 Ha
largest force on an atom = 5.40 eV/Å
structure (SMILES) = C=C(C)O.O
HOMO level = -8.65 eV
lowest unoccupied orbital energy = 0.7 eV
2S+1 = 1

Geometry (Å):
C1 -1.3672 -0.6981 0.5004
C2 -0.1296 -0.2445 0.6098
C3 1.1028 -0.9463 1.0082
O1 -0.2455 1.0948 0.6160
H1 -1.8279 -1.5137 0.7847
H2 -2.1144 -0.2095 0.0107
H3 1.0698 -2.0735 0.9359
H4 1.9956 -0.7737 0.4485
H5 1.4158 -0.5930 1.9407
H6 0.5195 1.6588 0.2535
O2 0.0578 1.7294 -2.4535
H7 -0.6844 1.7160 -1.9189
H8 0.2078 0.8532 -2.7360

Atoms 1-2, force components in eV/Å:
2.0 0.4 -0.9
-1.5 -0.5 0.2


Here is 2 unconnected molecules or ions with the total composition C3H8O2 at a distorted geometry from OMol25. Energies are from wB97M-V/def2-TZVPD.

## Properties
net charge = 0
calculated total energy = -269.53784 Ha
largest force on an atom = 3.05 eV/Å
structure (SMILES) = CC(C)=O.O
HOMO level = -9.93 eV
lowest unoccupied orbital energy = 0.7 eV
2S+1 = 1

Geometry (Å):
C1 1.7709 -0.7467 -0.3237
C2 0.3179 -0.4227 -0.1181
C3 0.0218 0.9195 0.4000
O1 -0.5738 -1.2233 -0.3768
H1 2.1269 -1.0783 0.6576
H2 2.4017 0.0957 -0.6319
H3 1.8582 -1.5636 -1.0353
H4 0.1483 1.0965 -0.8099
H5 -0.8926 1.0241 1.0144
H6 0.7461 1.6114 0.8205
O2 -2.7218 0.4238 -0.0878
H7 -2.1117 -0.3205 -0.2782
H8 -3.0921 0.1840 0.7692

Atoms 1-2, force components in eV/Å:
0.2 -0.3 -0.2
0.4 -1.1 1.4


Here is 2 unconnected molecules or ions with the total composition C3H8O2 at a distorted geometry from OMol25. Energies are from wB97M-V/def2-TZVPD.

## Properties
net charge = 0
calculated total energy = -269.52198 Ha
largest force on an atom = 1.32 eV/Å
structure (SMILES) = C=CO.CO
HOMO level = -8.88 eV
lowest unoccupied orbital energy = 0.7 eV
2S+1 = 1

Geometry (Å):
C1 -1.1505 2.8593 0.9533
C2 -0.3856 1.7884 0.8028
O1 -0.4866 1.0252 -0.3223
H1 -1.0790 3.5081 1.7970
H2 -1.7785 3.1937 0.1351
H3 0.4414 1.5836 1.4767
H4 -0.0122 0.1954 -0.2355
C3 1.4962 -2.2257 -0.5462
O2 0.1319 -2.6622 -0.7393
H5 1.5508 -2.0548 0.5273
H6 2.2084 -2.9929 -0.8107
H7 1.7015 -1.3756 -1.1866
H8 0.1407 -3.5101 -1.1911

Atoms 1-2, force components in eV/Å:
0.0 0.1 -0.6
0.1 0.5 -0.2


Here is 2 unconnected molecules or ions with the total composition C3H8O2S at a distorted geometry from OMol25. Energies are from wB97M-V/def2-TZVPD.

## Properties
net charge = 0
calculated total energy = -667.74608 Ha
largest force on an atom = 1.42 eV/Å
structure (SMILES) = O=CCCS.O
HOMO level = -9.24 eV
lowest unoccupied orbital energy = 0.6 eV
2S+1 = 1

Geometry (Å):
O1 -0.8407 -0.3922 2.3066
C1 -1.0999 0.0761 1.2305
C2 -0.7428 -0.6046 -0.0780
C3 -0.5635 0.4183 -1.2074
S1 0.2515 -0.3367 -2.6589
H1 -1.5629 1.0827 1.1398
H2 -1.5157 -1.3293 -0.3264
H3 0.1628 -1.1508 0.1576
H4 -1.5324 0.6585 -1.6197
H5 -0.0491 1.2813 -0.8101
H6 1.4993 0.0456 -2.3754
O2 2.2652 -0.0733 1.1400
H7 1.8568 0.7983 1.1724
H8 1.8715 -0.4740 1.9290

Atoms 1-2, force components in eV/Å:
0.0 0.1 0.2
0.0 -0.1 -0.5


Here is 2 unconnected molecules or ions with the total composition C3H8O2S at a distorted geometry from OMol25. Energies are from wB97M-V/def2-TZVPD.

## Properties
net charge = 0
calculated total energy = -667.74297 Ha
largest force on an atom = 2.48 eV/Å
structure (SMILES) = O=CO.CSC
HOMO level = -9.03 eV
lowest unoccupied orbital energy = 0.8 eV
2S+1 = 1

Geometry (Å):
O1 -3.8604 0.0991 -1.7203
C1 -3.3570 0.1878 -0.6520
O2 -2.4632 1.2301 -0.3976
H1 -3.6601 -0.3312 0.2704
H2 -1.5546 0.8839 -0.4463
C2 1.9680 -0.5895 -1.0419
S1 0.6290 -0.1217 0.0237
C3 1.2713 0.0813 1.6538
H3 2.4554 -1.5007 -0.7447
H4 2.7356 0.2480 -0.9910
H5 1.6310 -0.6499 -2.0758
H6 2.0275 0.8406 1.7919
H7 0.4178 0.4328 2.2569
H8 1.7598 -0.8106 2.0730

Atoms 1-2, force components in eV/Å:
-0.3 -0.8 -0.1
0.2 1.9 0.1


Here is 2 unconnected molecules or ions with the total composition C3H8O2S2 at a distorted geometry from OMol25. Energies are from wB97M-V/def2-TZVPD.

## Properties
net charge = 0
calculated total energy = -1065.92096 Ha
largest force on an atom = 3.40 eV/Å
structure (SMILES) = O=CCCSS.O
HOMO level = -9.47 eV
lowest unoccupied orbital energy = 0.3 eV
2S+1 = 1

Geometry (Å):
O1 2.0378 -3.5575 -0.2765
C1 1.6456 -2.6018 0.3820
C2 0.6304 -1.6031 -0.0097
C3 -0.0630 -1.0594 1.2371
S1 -1.7391 -0.3290 1.1402
S2 -1.2207 1.6574 1.1372
H1 2.2795 -2.3900 1.2947
H2 1.1933 -0.8841 -0.6806
H3 -0.1162 -2.1934 -0.6008
H4 -0.0043 -1.8040 2.0652
H5 0.6165 -0.3078 1.6939
H6 -0.8762 1.7868 -0.2271
O2 1.5765 4.4490 -4.6757
H7 1.2412 3.9210 -5.4106
H8 0.8283 5.0710 -4.6125

Atoms 1-2, force components in eV/Å:
-1.3 1.2 0.6
3.1 -1.5 -0.2


Here is a molecular structure, C3H8O3 at a distorted geometry from OMol25. Energies are from wB97M-V/def2-TZVPD.

## Properties
net charge = 0
calculated total energy = -344.63776 Ha
largest force on an atom = 6.32 eV/Å
HOMO level = -8.62 eV
lowest unoccupied orbital energy = 0.7 eV
2S+1 = 1

Geometry (Å):
C1 -0.2834 0.5633 -0.2752
C2 0.2945 -0.7452 -0.1372
C3 -0.9024 -1.1988 1.0892
O1 1.1615 0.9336 -1.2944
O2 2.1500 1.4254 -0.3297
O3 -1.4092 0.6697 -1.0435
H1 2.8214 1.7463 -0.9515
H2 -1.6958 1.5933 -1.0352
H3 -0.1967 1.2665 0.5504
H4 0.1460 -1.4205 -0.9752
H5 1.2385 -0.7892 0.3955
H6 -0.6185 -2.2374 1.2610
H7 -1.9291 -1.1646 0.7276
H8 -0.7767 -0.6424 2.0182

Atoms 1-2, force components in eV/Å:
2.9 1.2 -3.3
-4.4 -1.8 4.2


Here is 2 unconnected molecules or ions with the total composition C3H8O3 at a distorted geometry from OMol25. Energies are from wB97M-V/def2-TZVPD.

## Properties
net charge = +1
calculated total energy = -344.36568 Ha
largest force on an atom = 5.35 eV/Å
HOMO level (spin up / spin down) = -13.01 / -13.01 eV
lowest unoccupied orbital energy (spin up / spin down) = -4.4 / -10.7 eV
2S+1 = 2

Geometry (Å):
C1 3.3707 -1.2845 -1.5843
O1 4.9056 -1.4578 -1.8076
C2 2.8453 -1.1166 -0.1461
H1 2.8876 -1.9788 -2.3272
H2 3.0428 -0.2856 -1.8442
H3 5.4207 -0.5999 -1.7835
H4 3.0872 -0.1027 0.2032
H5 3.2151 -1.8583 0.6338
H6 1.7910 -1.0172 -0.2051
O2 -5.0528 1.8805 1.4419
C3 -4.2876 1.0601 1.1930
O3 -2.8251 1.0693 1.2095
H7 -4.5114 0.0119 1.0963
H8 -2.7251 1.9411 0.7001

Atoms 1-2, force components in eV/Å:
1.0 -0.5 -1.8
-3.0 0.8 0.4


Here is 2 unconnected molecules or ions with the total composition C3H8O3 at a distorted geometry from OMol25. Energies are from wB97M-V/def2-TZVPD.

## Properties
net charge = +1
calculated total energy = -344.40700 Ha
largest force on an atom = 2.89 eV/Å
HOMO level (spin up / spin down) = -14.92 / -14.88 eV
lowest unoccupied orbital energy (spin up / spin down) = -6.7 / -10.3 eV
2S+1 = 2

Geometry (Å):
O1 -0.4833 -1.6369 0.6261
C1 0.2925 -1.5794 -0.2945
C2 1.0706 -0.3868 -0.6746
C3 0.1548 0.8759 -0.9043
O2 0.9090 1.9527 -1.3257
H1 0.0587 -2.2438 -1.1548
H2 1.6853 -0.5496 -1.5631
H3 1.7851 -0.0612 0.0928
H4 -0.2551 1.1249 0.0811
H5 -0.5460 0.6737 -1.7099
H6 1.2501 2.4511 -0.5939
H7 -2.1894 -0.3990 1.7423
H8 -1.4416 -0.2044 3.0707
O3 -2.2907 -0.0174 2.6079

Atoms 1-2, force components in eV/Å:
1.1 -0.5 -0.3
-2.4 1.0 -0.2


Here is 2 unconnected molecules or ions with the total composition C3H8O3S at a distorted geometry from OMol25. Energies are from wB97M-V/def2-TZVPD.

## Properties
net charge = 0
calculated total energy = -743.02001 Ha
largest force on an atom = 1.51 eV/Å
structure (SMILES) = O=C(O)CCS.O
HOMO level = -9.17 eV
lowest unoccupied orbital energy = 0.4 eV
2S+1 = 1

Geometry (Å):
O1 -0.0272 -2.2583 1.0773
C1 0.6190 -1.5027 0.4082
O2 1.9306 -1.2534 0.6966
C2 0.0483 -0.6311 -0.7122
C3 -0.9523 0.3840 -0.1566
S1 -2.0507 1.0983 -1.4014
H1 2.0539 -1.7016 1.5481
H2 0.8675 -0.0414 -1.1403
H3 -0.4590 -1.3988 -1.3806
H4 -0.3143 1.1562 0.3110
H5 -1.5633 -0.0752 0.6219
H6 -1.6110 2.3305 -1.2760
O3 1.9170 2.0660 1.1799
H7 2.0925 1.5311 1.9549
H8 2.7208 2.4950 0.8814

Atoms 1-2, force components in eV/Å:
-0.1 -0.3 0.0
0.0 1.1 0.2


Here is 2 unconnected molecules or ions with the total composition C3H8O3S at a distorted geometry from OMol25. Energies are from wB97M-V/def2-TZVPD.

## Properties
net charge = 0
calculated total energy = -742.97998 Ha
largest force on an atom = 3.86 eV/Å
structure (SMILES) = CSCOC=O.O
HOMO level = -8.88 eV
lowest unoccupied orbital energy = 0.7 eV
2S+1 = 1

Geometry (Å):
C1 2.6388 1.1715 1.7618
S1 0.9231 1.6864 1.5361
C2 0.7901 1.3299 -0.2093
O1 0.0552 0.1695 -0.2833
C3 -1.3603 0.2611 -0.2441
O2 -2.0595 1.2681 -0.3912
H1 3.2931 1.9185 1.2817
H2 2.9321 0.1684 1.4092
H3 2.7917 1.2194 2.8531
H4 0.3168 2.2324 -0.6415
H5 1.7466 1.1640 -0.7412
H6 -1.7455 -0.7301 0.0671
O3 -3.1143 -3.7424 -2.2331
H7 -3.6880 -3.6230 -1.4426
H8 -3.5198 -4.4936 -2.7226

Atoms 1-2, force components in eV/Å:
0.6 0.4 0.6
1.0 0.2 0.3


Here is 2 unconnected molecules or ions with the total composition C3H8O3S at a distorted geometry from OMol25. Energies are from wB97M-V/def2-TZVPD.

## Properties
net charge = 0
calculated total energy = -742.98564 Ha
largest force on an atom = 6.21 eV/Å
structure (SMILES) = O=C(O)CCS.O
HOMO level = -9.49 eV
lowest unoccupied orbital energy = 0.5 eV
2S+1 = 1

Geometry (Å):
O1 1.3826 -0.1861 1.0591
C1 0.5103 -0.9296 0.6219
O2 -0.6050 -1.2888 1.3782
C2 0.4666 -1.3455 -0.8183
C3 0.7894 -0.1099 -1.6491
S1 -0.4630 1.1971 -2.1091
H1 -0.5415 -1.2330 2.2694
H2 1.3638 -2.0939 -1.0927
H3 -0.4881 -1.8091 -1.0825
H4 0.9333 -0.3719 -2.7358
H5 1.7618 0.3464 -1.3408
H6 -0.6583 1.8732 -0.9451
O3 -1.2514 1.0540 3.0973
H7 -0.9771 1.6293 2.3565
H8 -0.7934 0.1817 3.1125

Atoms 1-2, force components in eV/Å:
-1.5 -1.7 -0.4
0.5 1.6 2.1


Here is 2 unconnected molecules or ions with the total composition C3H8O4 from OMol25. Energies are from wB97M-V/def2-TZVPD.

## Properties
net charge = 0
calculated total energy = -419.85374 Ha
largest force on an atom = 0.75 eV/Å
HOMO level = -9.13 eV
lowest unoccupied orbital energy = 0.2 eV
2S+1 = 1

Geometry (Å):
C1 -0.3228 -1.2218 -1.3919
C2 0.6375 0.9403 0.4449
C3 -0.1580 1.8868 1.2557
O1 -0.6583 -0.1710 -0.4586
O2 -0.4043 -0.7725 0.9169
O3 1.0530 -1.4303 -1.4301
O4 -1.0505 -2.3315 -1.0370
H1 1.2920 -1.8517 -0.5919
H2 -1.0651 -2.3067 -0.0557
H3 -0.6273 -0.8576 -2.3721
H4 0.9136 1.2842 -0.5445
H5 1.4205 0.3813 0.9318
H6 0.4237 2.8177 1.3188
H7 -1.0987 2.1258 0.7604
H8 -0.3554 1.5071 2.2533

Atoms 1-2, force components in eV/Å:
0.0 0.1 0.3
-0.3 -0.3 -0.2


Here is 2 unconnected molecules or ions with the total composition C3H8O4 at a distorted geometry from OMol25. Energies are from wB97M-V/def2-TZVPD.

## Properties
net charge = 0
calculated total energy = -420.04847 Ha
largest force on an atom = 4.31 eV/Å
structure (SMILES) = O=C(O)CCO.O
HOMO level = -9.66 eV
lowest unoccupied orbital energy = 0.6 eV
2S+1 = 1

Geometry (Å):
O1 0.0981 -1.0787 -0.8399
C1 0.7714 -0.0719 -1.0758
O2 1.5885 0.0210 -2.1768
C2 0.9683 0.9944 -0.0753
C3 -0.4540 1.2612 0.6167
O3 -0.7096 0.3810 1.5593
H1 1.2534 -0.5824 -2.8006
H2 1.7587 0.6047 0.6240
H3 1.5425 1.8755 -0.4600
H4 -0.2835 2.3350 1.0144
H5 -1.3151 1.2631 -0.0384
H6 -1.2685 -0.4187 1.4719
O4 -1.5212 -2.0931 1.0808
H7 -1.7611 -1.9258 0.1324
H8 -0.6681 -2.5652 0.9674

Atoms 1-2, force components in eV/Å:
0.8 1.8 -1.4
0.9 -2.3 0.2